1.
A single C4H5NO molecule. Source: the OMol25 dataset; level of theory: ωB97M-V/def2-TZVPD.

Structure (XYZ):
```
11
Properties=species:S:1:pos:R:3:mulliken_charge:R:1
N 0.00977 0.73452 -2.24224 -0.71
C 0.04701 0.34927 -1.03919 0.46
C 0.00747 -1.03606 -0.52671 -0.36
C -0.15542 -0.99408 0.79064 -0.26
C -0.00317 0.42410 1.24780 -0.29
O 0.06983 1.18714 0.04680 -0.37
H -0.00065 1.75509 -2.27858 0.28
H 0.16097 -1.92023 -1.12392 0.40
H -0.27817 -1.83760 1.45926 0.38
H 0.94746 0.51442 1.79042 0.22
H -0.80509 0.82345 1.87573 0.26
```

Its total energy is -285.38621 Ha. Its gap between HOMO and LUMO is 10.37 eV. As for the HOMO energy: -9.487 eV. As for the multiplicity: 1. Its SMILES is [H]/N=C1/C=CCO1. The energy above the lowest of the compared OMol25 structures with the same formula, charge and spin comes out at 17.81 kcal/mol.

***

2.
A molecular structure, C17H15F5MoNO5S3Te. Source: the OMol25 dataset; level of theory: ωB97M-V/def2-TZVPD.

Structure (XYZ):
```
48
Properties=species:S:1:pos:R:3:mulliken_charge:R:1
Mo -0.16862 -0.39740 -1.69192 -1.69
F -1.16333 -6.85925 1.72411 -0.31
C -1.31109 -5.79152 0.93485 0.75
C -0.72196 -4.58773 1.26684 -0.48
F 0.00225 -4.49197 2.38555 -0.31
C -0.89066 -3.48183 0.45290 -0.10
F -0.29231 -2.35717 0.85067 -0.12
C -1.63531 -3.52582 -0.72336 0.98
S -1.95402 -2.17872 -1.79780 -0.23
C -2.21338 -4.75998 -1.02590 0.08
F -2.95365 -4.88981 -2.13040 -0.33
C -2.06490 -5.87338 -0.22232 0.15
F -2.64553 -7.03057 -0.55395 -0.30
C 2.57954 2.05540 -1.37483 -1.79
C 1.95073 1.42465 -0.12547 2.91
C 3.05868 0.84821 0.76972 -1.95
C 1.22295 2.53668 0.63854 -1.72
C 0.98491 0.30580 -0.43834 0.55
H 3.21202 2.88251 -1.04027 0.56
H 1.82190 2.45326 -2.04444 0.28
H 3.19357 1.34713 -1.91957 0.29
H 3.76387 1.64119 1.02960 0.48
H 3.59672 0.05461 0.25531 0.36
H 2.63729 0.45422 1.69775 0.43
H 1.95678 3.30868 0.88152 0.56
H 0.77976 2.18331 1.56987 0.27
H 0.44423 2.98091 0.02432 0.31
H 0.92239 -0.51694 0.29831 0.67
O -1.20765 0.17536 -3.50703 -0.37
N -1.10320 1.42237 -3.42186 0.28
O -0.55559 1.73258 -2.34681 -0.27
Te -2.37330 0.26463 -0.12590 0.20
C -2.01076 1.93906 1.13680 -0.01
C -1.58769 1.67961 2.44020 -0.47
C -1.40952 2.71157 3.35187 -0.41
C -1.65526 4.02314 2.97138 -0.42
C -2.09567 4.29134 1.68270 -0.46
C -2.28059 3.25581 0.77716 -0.38
H -1.38051 0.65808 2.73682 0.38
H -1.07288 2.48905 4.35727 0.36
H -1.50874 4.83129 3.67723 0.38
H -2.29544 5.31203 1.37948 0.36
H -2.62116 3.47825 -0.22682 0.37
O 2.80467 -1.63737 -4.26610 -0.64
S 2.39261 -1.14118 -2.98629 1.13
O 1.36433 -0.01048 -3.14587 -0.46
O 3.44362 -0.78244 -2.06973 -0.59
S 1.03991 -2.42715 -2.10580 -0.28
```

Its total energy is -3117.85951 Ha. Its gap between HOMO and LUMO is 6.44 eV. As for the HOMO energy: -5.124 eV. As for the multiplicity: 1. The charge is -1. The energy above the lowest of the compared OMol25 structures with the same formula, charge and spin comes out at 17.31 kcal/mol.

***

3.
2 unconnected molecules or ions with the total composition C3H9NO2. Source: the OMol25 dataset; level of theory: ωB97M-V/def2-TZVPD.

Structure (XYZ):
```
15
Properties=species:S:1:pos:R:3:mulliken_charge:R:1
C 0.43087 -1.85861 -0.12729 -0.47
C -0.95561 -1.77480 0.48249 0.78
O -0.84710 -1.84797 1.90089 -0.52
O -2.13388 -1.84654 0.12362 -0.56
H 0.61791 -0.85793 -0.27834 -0.20
H 0.56901 -2.31371 -1.09766 0.34
H 1.06441 -2.52745 0.47382 0.30
C 0.46832 1.66852 -0.10185 -0.58
N 0.56816 2.39050 -1.43464 -0.60
H -1.62679 -1.39001 2.47027 0.34
H -0.42752 2.32064 -1.91694 0.23
H 0.93330 3.32257 -1.22513 0.23
H 1.02876 2.20969 0.71577 0.31
H 0.91114 0.67149 -0.32653 0.16
H -0.60097 1.83361 0.34150 0.26
```

Its total energy is -324.86620 Ha. Its gap between HOMO and LUMO is 10.14 eV. As for the HOMO energy: -9.437 eV. As for the multiplicity: 1. Its SMILES is CC(=O)O.CN. The energy above the lowest of the compared OMol25 structures with the same formula, charge and spin comes out at 66.78 kcal/mol.

***

4.
A molecular structure, H26NeO13. Source: the OMol25 dataset; level of theory: ωB97M-V/def2-TZVPD.

Structure (XYZ):
```
40
Properties=species:S:1:pos:R:3:mulliken_charge:R:1
Ne 8.40669 -7.53505 8.52626 0.03
O 5.71016 -5.95398 9.90263 -0.67
H 5.02062 -5.43049 10.31095 0.28
H 6.28694 -6.19775 10.62659 0.33
O 9.43754 -9.49035 6.19465 -0.72
H 10.15906 -9.12373 6.70576 0.41
H 8.99533 -8.72747 5.82224 0.43
O 11.28699 -8.08621 7.68288 -0.84
H 11.87786 -8.83337 7.58882 0.31
H 10.91008 -8.18686 8.55697 0.42
O 7.10671 -10.49136 7.55878 -0.72
H 6.61921 -9.94293 8.17344 0.36
H 7.66128 -9.87754 7.07721 0.37
O 12.55576 -5.78886 7.54594 -0.70
H 12.05007 -6.60158 7.54507 0.42
H 11.94704 -5.12710 7.21767 0.40
O 9.40601 -11.62246 8.35196 -0.67
H 9.36810 -11.34533 9.26738 0.31
H 8.65215 -11.19880 7.94155 0.43
O 10.13370 -4.61834 6.65382 -0.69
H 9.80257 -4.21740 5.85018 0.27
H 9.93707 -5.54999 6.55588 0.40
O 6.18924 -3.85224 8.09070 -0.72
H 6.01748 -3.40075 8.91708 0.30
H 5.94316 -4.76191 8.25857 0.36
O 10.60671 -8.59560 10.38123 -0.72
H 10.44317 -7.78114 10.85678 0.31
H 9.91730 -9.18950 10.67824 0.39
O 5.72058 -8.67425 9.43406 -0.66
H 5.67352 -8.94085 10.35218 0.26
H 5.77118 -7.71885 9.46388 0.39
O 8.87919 -7.03717 5.41268 -0.70
H 9.60628 -7.08133 4.79170 0.33
H 8.23790 -6.46515 4.99105 0.26
O 8.95857 -3.87293 8.88387 -0.70
H 9.52598 -4.08495 8.14270 0.45
H 8.07223 -3.90223 8.52365 0.35
O 8.68846 -10.36398 10.87179 -0.64
H 9.15683 -10.67177 11.64776 0.33
H 7.87348 -9.99623 11.21354 0.23
```

Its total energy is -1122.64739 Ha. Its gap between HOMO and LUMO is 9.01 eV. As for the HOMO energy: -9.728 eV. As for the multiplicity: 1. The energy above the lowest of the compared OMol25 structures with the same formula, charge and spin comes out at 33.07 kcal/mol.